No. 1
The following is a DFT calculation (wB97M-V/def2-TZVPD) of 2 unconnected molecules or ions with the total composition C7H11N4 in a non-equilibrium geometry.

Geometry (Å):
C (3.23924, -1.07708, 0.09260)
C (2.07697, -1.64308, -0.39900)
C (3.28484, 0.28845, 0.42638)
C (0.88159, -0.95538, -0.25711)
C (2.21966, 1.10341, 0.10205)
C (0.96814, 0.45607, -0.17078)
C (-3.35405, -0.75819, 1.00183)
N (0.09589, 2.50935, 0.06101)
N (-2.56316, 0.19921, -0.85593)
N (-3.54181, -0.36471, -0.21470)
N (-0.08067, 1.30444, -0.19753)
H (4.02324, -1.78586, 0.14764)
H (1.93266, -2.71510, -0.66301)
H (4.25582, 0.60264, 0.78456)
H (0.04550, -1.56619, -0.39272)
H (2.40221, 2.22417, 0.20134)
H (-4.21198, -0.97078, 1.62236)
H (-2.35653, -0.77623, 1.40077)
H (-0.83559, 2.93118, 0.03674)
H (-1.15756, 0.74124, -0.26310)
H (-2.94561, 0.45816, -1.73452)
H (-4.37882, -0.20571, -0.72889)

Cartesian forces (eV/Å) of the 6 atoms listed first:
C -1.1 0.0 -0.7
C -1.2 -1.0 1.1
C 0.7 -1.1 -0.9
C 1.5 1.8 -1.2
C 0.9 0.1 0.8
C 3.1 -0.6 0.6

highest occupied orbital energy (spin up / spin down): -12.5 / -12.5 eV
net charge: +1
gap between HOMO and LUMO (spin up / spin down): 7.463 / 7.462 eV
LUMO (spin up / spin down): -5.00 / -5.00 eV
energy: -13386.4961 eV
F_max: 3.4 eV Å⁻¹


No. 2
The following is a DFT calculation (wB97M-V/def2-TZVPD) of a gas-phase ion, C7H11N4O3 (charge +1) in a non-equilibrium geometry.

Geometry (Å):
C (2.95790, 0.38831, -1.73682)
N (1.88885, 0.99369, -0.95247)
C (1.28910, 0.28317, 0.08870)
O (1.54757, -0.84715, 0.38946)
C (0.35858, 1.11444, 0.91488)
C (0.74026, 2.26500, 1.56657)
O (-0.04638, 2.92846, 2.56327)
C (-1.08282, 2.94879, 3.41058)
N (-2.02456, 2.40196, 3.85702)
O (-2.99613, 2.27129, 4.53477)
N (-0.69631, 0.52417, 1.45094)
N (-1.37555, -0.45127, 0.98577)
C (-2.35576, -1.08227, 1.88065)
C (-1.41653, -0.80354, -0.36385)
H (2.53697, -0.51458, -2.34713)
H (3.39742, 1.04461, -2.52607)
H (3.79725, -0.05602, -1.14499)
H (1.59988, 1.88933, -1.39566)
H (1.52989, 2.98518, 1.27608)
H (-2.34858, -0.61045, 2.81961)
H (-3.24196, -1.41027, 1.35626)
H (-1.75456, -2.05758, 2.32757)
H (-2.41196, -1.08555, -0.66087)
H (-0.95442, 0.01322, -0.93962)
H (-1.03328, -1.83234, -0.43134)

Cartesian forces (eV/Å) of the 6 atoms listed first:
C 0.3 -2.6 -1.7
N 0.4 0.1 -0.2
C 1.4 2.6 -2.3
O -0.1 -0.6 0.1
C 1.0 0.5 0.1
C -2.6 1.5 1.3

highest occupied orbital energy: -12.8 eV
net charge: +1
gap between HOMO and LUMO: 6.830 eV
structure (SMILES): CNC(=O)/C(=C/OC#[N+][O-])N=[N+](C)C
LUMO: -5.98 eV
energy: -19525.1716 eV
F_max: 4.9 eV Å⁻¹


No. 3
The following is a DFT calculation (wB97M-V/def2-TZVPD) of C7H11N5O in the gas phase in a non-equilibrium geometry.

Geometry (Å):
H (2.89300, 1.46190, 1.70289)
N (3.18127, 0.49714, 1.55911)
C (2.92168, 0.14851, 0.38425)
C (3.21208, -1.23367, -0.06668)
C (2.26000, 1.11188, -0.60035)
C (0.77747, 0.97839, -0.43820)
N (0.10644, 0.49660, -1.46478)
N (-1.20063, 0.36085, -1.31160)
C (-1.69355, 0.69992, -0.13697)
C (-3.15549, 0.49824, 0.06787)
C (-3.39515, -0.96160, 0.41688)
O (-3.16334, -1.77307, -0.73233)
N (-1.02065, 1.19986, 0.88270)
N (0.27924, 1.35653, 0.71755)
H (2.50211, -1.55258, -0.82068)
H (4.21385, -1.32267, -0.46286)
H (3.08476, -1.88177, 0.78675)
H (2.54926, 2.12796, -0.37109)
H (2.52765, 0.86898, -1.61842)
H (-3.65302, 0.77280, -0.85191)
H (-3.47606, 1.07889, 0.92200)
H (-4.42133, -1.12487, 0.73338)
H (-2.70263, -1.27134, 1.19140)
H (-2.62697, -2.53688, -0.48892)

Cartesian forces (eV/Å) of the 6 atoms listed first:
H 0.1 0.1 0.2
N 0.2 0.1 0.9
C 0.0 0.7 -0.6
C -0.5 -0.3 0.0
C 0.1 -0.6 0.2
C 1.1 0.1 -0.5

highest occupied orbital energy: -9.6 eV
net charge: 0
gap between HOMO and LUMO: 8.717 eV
structure (SMILES): [H]/N=C(/C)Cc1nnc(CCO)nn1
LUMO: -0.86 eV
energy: -16932.7320 eV
F_max: 1.4 eV Å⁻¹


No. 4
The following is a DFT calculation (wB97M-V/def2-TZVPD) of 2 unconnected molecules or ions with the total composition C7H11N7O2 in a non-equilibrium geometry.

Geometry (Å):
O (2.76660, 0.86836, 2.30278)
N (2.44040, -0.32775, 2.04540)
O (3.28596, -1.19108, 1.72709)
C (1.05980, -0.68097, 2.12129)
C (0.64751, -1.96076, 1.65242)
C (-0.68800, -2.30026, 1.63601)
C (-1.61754, -1.37862, 2.18761)
N (-2.95085, -1.40515, 2.36452)
N (-3.27830, -0.21761, 2.96851)
N (-2.22608, 0.53683, 3.15320)
N (-1.15578, -0.15726, 2.66655)
C (0.14948, 0.24973, 2.60427)
H (1.42398, -2.63663, 1.30846)
H (-1.11604, -3.21618, 1.24461)
H (0.40740, 1.20675, 3.04017)
C (-0.98335, 3.40603, 0.75228)
N (0.23122, 2.89119, 1.38394)
C (0.80350, 3.94105, 2.22706)
N (1.19929, 2.64354, 0.35415)
H (-1.69017, 3.63292, 1.55930)
H (-0.77289, 4.33401, 0.18371)
H (-1.41894, 2.64800, 0.08929)
H (0.05646, 4.20555, 2.98211)
H (1.71272, 3.56665, 2.70693)
H (1.03737, 4.83582, 1.61843)
H (1.99129, 2.18360, 0.82055)
H (0.76466, 2.00456, -0.31329)

Cartesian forces (eV/Å) of the 6 atoms listed first:
O -0.9 -2.6 -0.4
N 3.3 1.3 0.1
O -2.1 1.5 0.6
C -1.7 0.4 0.2
C -0.8 -0.4 -0.2
C 0.4 0.4 0.2

highest occupied orbital energy: -8.3 eV
net charge: 0
gap between HOMO and LUMO: 6.669 eV
structure (SMILES): O=[N+]([O-])c1ccc2nnnn2c1.CN(C)N
LUMO: -1.64 eV
energy: -21957.2610 eV
F_max: 3.5 eV Å⁻¹


No. 5
The following is a DFT calculation (wB97M-V/def2-TZVPD) of a molecular structure, C7H11NO in a non-equilibrium geometry.

Geometry (Å):
C (-2.03400, -1.13973, 0.76826)
C (-1.11328, -0.47137, -0.35007)
C (1.38776, -1.21416, -0.02306)
C (1.74749, 0.14950, 0.24286)
C (0.60982, 1.09821, 0.35835)
C (-0.65809, 0.88023, 0.06621)
C (-1.94738, 1.59788, -0.35408)
H (-2.91183, -0.36529, 1.17833)
H (-2.89769, -2.00510, 0.41864)
H (-1.46650, -1.55406, 1.75618)
H (-1.65492, -0.24485, -1.31284)
H (-0.37870, -2.17951, -0.89894)
H (1.94608, -1.55872, -1.00817)
H (1.72433, -1.79607, 0.93940)
H (0.63729, 2.12606, 0.59867)
H (-2.17111, 2.90664, -0.45953)
H (-2.02433, 0.75230, -1.40121)
H (-2.46047, 1.14760, 0.57727)
N (0.11157, -1.15186, -0.78026)
O (2.86537, 0.67883, 0.10290)

Cartesian forces (eV/Å) of the 6 atoms listed first:
C -3.5 -1.0 1.6
C 1.7 -1.8 1.4
C 1.3 -2.5 -2.3
C 1.8 4.7 -1.1
C -1.1 0.7 0.9
C -1.7 -0.6 -2.1

highest occupied orbital energy: -9.4 eV
net charge: 0
gap between HOMO and LUMO: 9.678 eV
LUMO: 0.31 eV
energy: -10967.2098 eV
F_max: 6.6 eV Å⁻¹


No. 6
The following is a DFT calculation (wB97M-V/def2-TZVPD) of C7H11NO in the gas phase in a non-equilibrium geometry.

Geometry (Å):
C (-2.88435, -0.94761, 0.11723)
C (-1.87076, -0.26183, -0.36398)
C (-1.32722, 1.03297, -0.09600)
C (0.10982, 1.20874, 0.15876)
C (0.63434, 0.31283, 1.31656)
C (1.63351, -0.74586, 0.74203)
N (0.99631, -1.33551, -0.35836)
C (1.87782, -0.21743, -0.59775)
O (1.01979, 0.94422, -0.89757)
H (-3.38041, -1.76712, -0.58032)
H (-3.57379, -0.55549, 0.92206)
H (-1.47651, -0.78476, -1.21188)
H (-1.98922, 1.56653, 0.58999)
H (-1.48861, 1.65360, -1.12816)
H (0.21725, 2.34820, 0.28026)
H (1.08199, 0.99436, 2.03500)
H (-0.25081, -0.28512, 1.78342)
H (2.44555, -1.11961, 1.22082)
H (1.51315, -2.27177, -0.59637)
H (2.73007, -0.27492, -1.28676)

Cartesian forces (eV/Å) of the 6 atoms listed first:
C -3.4 -0.5 -0.3
C -0.3 -2.3 -1.4
C -1.6 2.7 -3.0
C 2.2 0.9 1.1
C -1.1 -1.1 1.6
C -2.1 4.8 0.0

highest occupied orbital energy: -9.2 eV
net charge: 0
gap between HOMO and LUMO: 10.086 eV
structure (SMILES): C=CC[C@H]1C[C@H]2N[C@H]2O1
LUMO: 0.93 eV
energy: -10971.1446 eV
F_max: 5.3 eV Å⁻¹


No. 7
The following is a DFT calculation (wB97M-V/def2-TZVPD) of C7H11NO in the gas phase in a non-equilibrium geometry.

Geometry (Å):
C (-0.99397, 1.91354, 0.12763)
C (-0.81371, 0.62897, -0.13788)
C (-1.94156, 0.04090, -0.90086)
C (0.36317, -0.21292, 0.27639)
C (-0.16090, -1.45436, 1.08441)
C (1.31962, -0.38259, -1.08770)
C (2.41795, 0.13797, -0.01002)
O (3.59793, 0.22031, -0.08520)
N (1.49996, 0.41328, 0.96239)
H (-1.75142, 2.57115, -0.17324)
H (-0.27444, 2.40998, 0.71060)
H (-2.51260, -0.55702, -0.13592)
H (-2.59648, 0.64326, -1.44410)
H (-1.58504, -0.78921, -1.53040)
H (-0.46810, -1.23384, 2.07033)
H (0.71911, -2.07934, 1.08259)
H (-0.96266, -1.85353, 0.46931)
H (1.09353, 0.52343, -1.74501)
H (1.38842, -1.40130, -1.45561)
H (1.66118, 0.46129, 1.92230)

Cartesian forces (eV/Å) of the 6 atoms listed first:
C 1.8 -0.3 0.8
C -1.0 2.0 -0.2
C 0.8 -4.3 1.5
C -0.9 -0.2 -0.5
C 1.5 0.6 -3.0
C -0.5 2.0 3.4

highest occupied orbital energy: -9.3 eV
net charge: 0
gap between HOMO and LUMO: 10.046 eV
structure (SMILES): C=C(C)[C@@]1(C)CC(=O)N1
LUMO: 0.79 eV
energy: -10973.2514 eV
F_max: 4.6 eV Å⁻¹


No. 8
The following is a DFT calculation (wB97M-V/def2-TZVPD) of 2 unconnected molecules or ions with the total composition C7H11NO2 in a non-equilibrium geometry.

Geometry (Å):
C (-1.14256, 1.47406, 0.65496)
C (-0.27634, 2.22322, -0.37937)
C (0.71065, 1.28901, -0.99075)
C (0.85897, -0.06542, -0.64575)
C (1.06052, -1.42609, -0.23296)
C (2.16940, -1.69096, 0.62624)
N (3.29950, -2.30345, -0.09477)
H (-1.79398, 0.62981, 0.12771)
H (-0.48168, 1.13123, 1.39602)
H (-1.89425, 2.19813, 1.17330)
H (-0.90297, 2.66482, -1.17838)
H (0.33297, 3.01627, -0.01136)
H (1.45701, 1.68749, -1.65602)
H (0.41019, -2.13025, -0.51636)
H (1.96454, -2.34204, 1.45171)
H (2.48077, -0.76150, 1.03375)
H (2.90725, -2.82423, -0.89752)
H (3.98727, -1.61682, -0.49179)
O (-5.56135, 0.58661, 0.56071)
C (-5.06593, -0.38442, 0.21076)
O (-4.51995, -1.35548, -0.14014)

Cartesian forces (eV/Å) of the 6 atoms listed first:
C -3.0 1.4 -1.3
C -1.0 -1.1 -0.6
C 0.9 -5.2 1.1
C -0.1 -0.7 0.2
C -0.5 8.8 -1.6
C 2.1 -0.5 0.6

highest occupied orbital energy: -8.7 eV
net charge: 0
gap between HOMO and LUMO: 9.215 eV
structure (SMILES): CCC=C=CCN.O=C=O
LUMO: 0.47 eV
energy: -13019.9097 eV
F_max: 8.9 eV Å⁻¹


Energy relative to the best compared isomer or geometry (same formula, charge and spin) across the listed records, respectively: 544.9; 488.8; 322.3; 0.0; 778.3; 398.6; 195.4; 325.4 kJ/mol.